A molecular structure, C15H31FP2Pd in a non-equilibrium geometry, computed with ωB97M-V with the def2-TZVPD basis set.

## Properties
* strongest force on any atom: 5.3 eV Å⁻¹
* energy above the lowest of the compared OMol25 structures with the same formula, charge and spin: 57.92 kcal/mol
* expectation value of S²: 2.011
* Kohn-Sham gap (alpha / beta): 0.2328 / 0.2864 Eh
* E_tot: -1500.22412 hartree

The geometry in ORCA input format:
```
! RIJCOSX wB97M-V def2-TZVPD def2/J DEFGRID3
* xyz 0 3
P 0.539 1.643 2.096
P -0.677 0.201 -1.394
C 0.317 2.255 0.352
C -0.944 1.698 -0.313
H 1.193 1.928 -0.252
H 0.317 3.365 0.367
H -1.746 1.401 0.387
H -1.375 2.472 -0.976
C -0.493 1.388 -3.026
H -0.587 0.804 -3.954
H 0.494 1.874 -2.991
H -1.267 2.172 -3.040
C -2.501 0.111 -2.095
H -2.889 1.143 -2.173
H -3.186 -0.442 -1.435
H -2.518 -0.362 -3.093
C 1.269 3.020 3.067
H 1.359 2.773 4.141
H 0.594 3.798 2.762
H 2.268 3.190 2.602
C -1.022 1.195 2.930
H -1.692 0.660 2.233
H -1.467 2.126 3.347
H -0.801 0.492 3.755
Pd 2.513 1.212 2.265
C -0.188 -1.483 -2.818
C 0.775 -0.652 -2.184
C 1.659 -1.083 -0.993
C 1.181 -2.093 0.095
C -0.207 -1.985 0.583
C -1.135 -1.346 -0.280
C -1.552 -2.603 -1.165
C -0.555 -2.803 -2.325
C 1.644 -0.520 3.333
H -0.515 -1.239 -3.834
H 1.365 -0.024 -2.866
H 1.940 -0.135 -0.503
H 2.579 -1.486 -1.444
H 1.488 -3.130 -0.170
H 1.842 -1.808 0.929
H -0.333 -1.800 1.676
H -1.995 -0.937 0.263
H -2.571 -2.511 -1.585
H -1.550 -3.530 -0.581
H 0.304 -3.370 -1.969
H -0.988 -3.424 -3.109
H 1.639 -1.465 2.792
H 0.749 -0.413 3.932
H 2.503 -0.500 4.003
F 4.225 0.225 2.653
*
```